Formula: C38H46Br2CrF5NO4SeTe
Source: OMol25
Level of theory: the ωB97M-V functional and the def2-TZVPD basis

Summary:
E_HOMO (spin up / spin down) = -2.6 / -2.7 eV
gap between HOMO and LUMO (spin up / spin down) = 6.23 / 6.26 eV

Structure (ORCA input):
```
! RIJCOSX wB97M-V def2-TZVPD def2/J DEFGRID3
* xyz -2 5
Cr -0.2051 -2.3979 -0.6211
C 0.9006 2.1537 5.8315
C 1.7726 2.4005 4.5915
C 1.3177 3.6874 3.8874
C 3.2168 2.5823 5.0650
C 1.6184 1.2546 3.6010
C 0.3522 0.9380 3.1447
C 0.1624 -0.0094 2.1610
Se -1.6716 -0.3543 1.7477
C -1.7453 0.9436 0.3002
C -2.0513 2.2641 0.5534
C -1.9981 3.2176 -0.4556
C -1.7179 2.7585 -1.7441
C -1.4595 1.4365 -2.0469
C -1.3906 0.4785 -0.9885
O -1.0621 -0.7481 -1.1615
C -1.2198 0.9605 -3.4719
C 0.2271 0.4721 -3.5907
C -2.2101 -0.1724 -3.7813
C -1.4400 2.0557 -4.5225
C -2.2176 4.6875 -0.1152
C -2.1512 5.6007 -1.3433
C -1.1289 5.1393 0.8701
C -3.6038 4.8683 0.5204
C 1.2234 -0.7482 1.6022
O 1.0406 -1.6264 0.6817
C 2.5174 -0.4960 2.1516
C 2.6754 0.5013 3.0945
C 3.6666 -1.4042 1.7324
C 4.9911 -1.0266 2.4112
C 3.2975 -2.8358 2.1542
C 3.8814 -1.3522 0.2125
H 1.0380 2.9539 6.5608
H 1.1730 1.2085 6.2947
H -0.1529 2.1041 5.5729
H 1.4259 4.5543 4.5394
H 0.2771 3.6078 3.5860
H 1.9112 3.8507 2.9905
H 3.2795 3.4276 5.7514
H 3.8837 2.7787 4.2285
H 3.5552 1.6916 5.5895
H -0.5281 1.4249 3.5436
H -2.3132 2.5357 1.5668
H -1.6975 3.4735 -2.5482
H 0.4348 -0.2946 -2.8489
H 0.9146 1.3001 -3.4208
H 0.4129 0.0614 -4.5826
H -2.0490 -1.0172 -3.1165
H -2.0925 -0.5138 -4.8094
H -3.2312 0.1859 -3.6469
H -0.7086 2.8543 -4.4199
H -2.4429 2.4728 -4.4509
H -1.3230 1.6200 -5.5135
H -1.1764 5.5460 -1.8209
H -2.3203 6.6345 -1.0411
H -2.9173 5.3296 -2.0656
H -0.1446 4.9850 0.4341
H -1.1772 4.5712 1.7940
H -1.2407 6.1971 1.1088
H -4.3691 4.5046 -0.1617
H -3.7977 5.9202 0.7307
H -3.6866 4.3132 1.4496
H 3.6677 0.6938 3.4643
H 4.9114 -1.1046 3.4936
H 5.2960 -0.0153 2.1453
H 5.7728 -1.7088 2.0783
H 2.9167 -2.8513 3.1762
H 4.1648 -3.4926 2.0877
H 2.5233 -3.2350 1.5027
H 4.1014 -0.3341 -0.1105
H 2.9935 -1.6955 -0.3132
H 4.7129 -1.9982 -0.0713
C -3.3611 -3.5642 -0.7313
C -2.5104 -3.9620 -1.8832
C -2.9945 -4.8627 -2.8343
C -2.2628 -5.1831 -3.9562
C -1.0013 -4.5837 -4.1269
C -0.1428 -4.7582 -5.2274
Br -0.6456 -5.9303 -6.6510
C 1.0641 -4.1048 -5.3372
C 1.4654 -3.2639 -4.3169
Br 3.1131 -2.3400 -4.4650
C 0.7049 -3.0499 -3.1576
O 1.0540 -2.2912 -2.1940
C -0.5606 -3.7174 -3.0988
N -1.2937 -3.4192 -2.0006
H -4.3861 -3.9000 -0.8644
H -3.3310 -2.4827 -0.6003
H -2.9673 -3.9975 0.1894
H -3.9725 -5.2989 -2.6881
H -2.6458 -5.8714 -4.6959
H 1.6879 -4.2375 -6.2089
F 0.1586 -5.4115 3.2374
Te -0.2960 -3.6421 2.0527
F -1.1308 -5.1579 1.0225
F 0.6989 -4.0085 -0.1784
F -1.9806 -4.0592 2.9866
F -0.6531 -2.1114 3.5521
O -1.3979 -2.5611 0.9524
*
```